23
Properties=species:S:1:pos:R:3:forces:R:3 method="wB97M-V/def2-TZVPD" homo_energy_ev=-8.31 molar_mass_g_mol=126.2 energy_ev=-10463.758 spin_multiplicity=1 e_lumo_ha=0.024 de_lowest_kj_mol=251.7 smiles=CCc1c[nH]cn1.CC
C 1.168 2.529 -1.206 0.74 -0.39 1.15
C 0.040 2.568 -0.187 -1.04 -0.87 1.68
C -0.036 1.155 0.515 0.27 1.56 0.19
C -1.064 0.672 1.352 3.68 0.80 -2.07
N -0.448 -0.344 1.992 -2.38 -3.41 3.46
C 0.868 -0.591 1.540 -3.25 5.68 -1.74
N 1.165 0.482 0.655 -2.34 -3.49 2.13
H 1.746 3.400 -1.346 0.38 1.71 0.44
H 0.651 2.499 -2.158 0.57 -1.39 -0.52
H 1.977 1.807 -0.806 -1.66 0.46 -1.62
H 0.102 3.239 0.724 0.46 -0.25 -1.31
H -0.928 2.836 -0.681 0.67 -0.37 0.47
H -2.035 1.067 1.496 -0.66 -0.08 0.41
H -1.143 -0.831 2.825 3.40 1.15 -3.24
H 1.399 -1.437 1.804 1.15 -1.16 0.54
C -0.515 -3.623 -1.910 -0.79 3.14 -3.40
C -0.890 -2.140 -1.655 2.65 0.32 2.05
H -1.139 -4.271 -1.430 -1.39 -1.85 1.64
H -0.760 -3.722 -2.995 0.17 -0.40 0.54
H 0.506 -3.860 -1.870 1.38 -0.20 0.68
H -0.260 -1.438 -2.213 0.41 -0.39 0.06
H -0.734 -1.820 -0.564 -0.52 -0.47 -1.41
H -1.831 -1.853 -2.008 -1.90 -0.11 -0.12



13
Properties=species:S:1:pos:R:3:forces:R:3 method="wB97M-V/def2-TZVPD" homo_energy_ev=-7.62 molar_mass_g_mol=85.1 energy_ev=-7793.730 spin_multiplicity=1 e_lumo_ha=0.012 de_lowest_kj_mol=570.6
C -1.274 -1.165 -0.101 0.01 -0.04 -0.07
C -0.320 -0.016 -0.219 -0.24 0.00 -0.02
C 1.723 0.205 0.034 0.43 -0.02 -0.11
O 0.346 0.200 1.148 -0.10 0.20 0.10
C -0.820 1.226 -0.683 -0.18 0.73 -0.30
N -1.116 2.283 -1.082 0.26 -0.91 0.36
H -0.744 -2.104 0.089 -0.07 0.14 -0.02
H -2.005 -1.017 0.710 0.08 0.02 -0.07
H -1.825 -1.276 -1.041 0.07 0.03 0.12
H 2.385 0.549 0.838 -0.14 -0.04 -0.09
H 1.742 0.881 -0.817 -0.07 -0.10 0.13
H 1.920 -0.827 -0.233 -0.07 0.16 0.03
H 0.101 1.071 1.516 0.03 -0.16 -0.05